The following is a DFT calculation (the ωB97M-V functional and the def2-TZVPD basis) of C48H58CdCl3N6OS2Se as an isolated structure.

Properties
HOMO energy in eV: -9.767
Largest force on an atom in eV/Å: 0.61
E_tot in eV: -190851.8526
Charge: +1

Positions of all 120 atoms, in Å:
Cd -0.05028 1.51022 0.81874
Se 0.88865 1.44652 3.33545
Cl -1.28529 -0.34567 -8.49751
Cl 2.93350 3.20255 -5.98442
Cl 0.33544 4.55263 -9.88630
S 3.33790 1.37354 -8.29977
S 2.56542 2.70360 0.17573
O 0.04460 -0.06018 -4.93859
N -1.41586 -0.34823 0.48258
N 1.68270 -1.32821 3.44694
N -0.46528 -1.05337 3.70758
N -0.15411 1.87886 -1.47980
N -2.02044 2.42873 0.97611
N -1.36014 1.71716 -3.31386
C -2.01302 1.09872 -4.46515
C 1.13265 -2.60019 3.59918
C -0.53918 3.14630 -1.88009
C -2.05162 -0.44690 7.84696
C -3.75155 -2.25705 0.97782
C -1.28273 3.06079 -3.00936
C -4.82722 -2.40855 -0.10387
C -1.76376 -0.41063 3.95962
C 2.00034 -0.47577 -7.15810
C -0.70604 1.57947 -6.63664
C -2.14120 -4.00565 0.32358
C 0.18239 -3.65044 -0.03919
C 0.01249 3.80324 -7.31203
C -1.05432 0.57739 -5.56132
C 2.50399 4.18963 1.19563
C -0.51138 -4.76082 3.94573
C -1.77907 -0.98402 6.44574
C 1.30133 -1.45776 0.11639
C -0.07496 3.42539 -8.64055
C -1.26265 -1.75520 0.35368
C -0.89345 -4.51682 0.02039
C -1.88621 0.10640 5.38480
C -0.23020 -2.42482 3.76787
C 4.07518 1.03013 5.54416
C -0.30095 2.87724 -6.33197
C 0.02585 -2.27982 0.13270
C 1.71513 -3.86135 3.58643
C -4.04210 2.23318 -0.06853
C 3.49257 -0.36255 5.78680
C 1.98205 0.62778 -6.24997
C 0.69829 -0.40842 3.51230
C -2.35283 -2.64420 0.51957
C -0.47660 2.14867 -8.98857
C -0.67898 1.05231 -2.36254
C 4.02913 1.94177 0.89011
C -2.51554 0.21064 0.06174
C 3.12235 -1.07799 3.35835
C -1.08380 -3.50370 3.94975
C -2.66284 3.60134 1.03722
C 0.86696 -4.93962 3.76243
C 2.67618 1.68415 -6.75075
C 1.95348 -1.30228 -1.26491
C -0.79026 1.24311 -7.98891
C -3.91935 3.53183 0.41669
C -2.86055 1.56724 0.28759
C 3.82981 -1.35931 4.68144
C 1.29928 0.60263 -4.91879
C 2.68584 -0.20930 -8.29920
H -4.61317 -1.79866 -0.98419
H 2.00771 -1.96587 0.77822
H -2.71181 1.81770 -4.88623
H 1.27629 -5.94165 3.76216
H 3.51744 -1.71695 2.56672
H 1.14289 -0.47215 0.54826
H 1.22564 1.61184 -4.50355
H 1.72990 4.84145 0.79333
H -4.01762 -2.92607 1.80149
H -4.64307 4.33060 0.35100
H -1.14336 -5.62902 4.08183
H 2.27252 3.93847 2.23019
H 4.88383 2.59815 0.73456
H -5.80575 -2.11418 0.27953
H -3.06843 -0.05589 7.92307
H -0.54031 1.85847 -10.02793
H 4.20205 0.99847 0.37370
H 1.18090 -4.04267 -0.20810
H -3.77559 -1.24773 1.38343
H -3.22970 -0.36992 -0.51694
H -1.79230 3.81453 -3.58591
H 4.90700 -1.34316 4.49479
H -2.85225 0.61266 5.46930
H -2.52153 -1.16639 3.76387
H 1.80319 -2.19782 -1.86949
H -0.25744 4.02994 -1.33245
H 1.54068 -0.45457 -1.81010
H -0.60363 -0.02341 -2.35438
H -2.48755 -1.78771 6.21639
H 3.56804 1.54615 4.72684
H 2.40560 -0.29961 5.91000
H -1.11714 0.86401 5.55063
H -1.88944 0.38955 3.23676
H 3.88427 -0.75500 6.72630
H -1.59771 -0.23042 -6.04052
H -4.88562 1.79601 -0.58589
H -2.14917 -3.37297 4.08870
H -2.58335 0.24919 -4.09426
H -4.89499 -3.44457 -0.44069
H 3.57938 -2.37145 5.00619
H 3.46118 4.70482 1.14368
H -1.93499 -1.22587 8.60086
H 2.78047 -3.99689 3.45288
H -0.17958 3.16906 -5.29549
H -2.98269 -4.68228 0.44125
H 0.33220 4.80288 -7.04964
H 3.24667 -0.04058 3.05585
H -0.75203 -5.58122 -0.12043
H 2.84951 -0.85764 -9.14703
H 3.02814 -1.13789 -1.17171
H -1.36269 0.36419 8.09383
H 1.88956 0.00614 -4.22346
H 5.13991 0.96742 5.30452
H -0.77958 -1.42959 6.41733
H -2.21533 4.45517 1.52768
H 3.97178 1.65362 6.43314
H 1.50703 -1.41744 -6.95370
H 3.88433 1.76243 1.95660